Entry from the OMol25 dataset: a 8-piece molecular cluster, C20H57NO16 overall (ωB97M-V with the def2-TZVPD basis set).

Geometry (Å):
1 C 19.7008 6.8676 -9.4991
2 O 19.1983 8.0798 -8.9634
3 C 17.7990 8.2901 -9.1552
4 C 17.4719 8.7190 -10.5794
5 N 17.1037 7.5730 -11.4005
6 C 17.0155 7.8338 -12.8205
7 C 18.3079 8.2157 -13.5142
8 O 19.2583 7.2049 -13.3708
9 C 20.5492 7.6819 -13.6312
10 H 20.7068 6.7356 -9.1034
11 H 19.7392 6.8734 -10.5907
12 H 19.1002 6.0355 -9.1101
13 H 17.5293 9.0419 -8.4135
14 H 17.2915 7.3639 -8.8592
15 H 18.3764 9.2628 -10.9072
16 H 16.6989 9.4955 -10.5999
17 H 17.6587 6.7622 -11.1794
18 H 16.2320 8.5547 -13.0589
19 H 16.6949 6.9007 -13.3000
20 H 18.7241 9.1653 -13.1439
21 H 18.0559 8.4332 -14.5657
22 H 21.3352 7.0014 -13.3114
23 H 20.6626 8.6051 -13.0402
24 H 20.7538 7.9566 -14.6728
25 C 19.1676 12.9284 -7.8489
26 C 19.4907 11.6048 -8.5248
27 O 19.5552 10.6162 -7.5236
28 O 17.9889 13.5095 -8.4108
29 H 20.0353 13.5892 -7.9373
30 H 19.0156 12.7400 -6.7835
31 H 20.4260 11.7102 -9.0896
32 H 18.7326 11.3061 -9.2594
33 H 19.7416 9.7345 -7.8633
34 H 17.7266 14.2553 -7.8652
35 C 14.8533 15.2645 -13.8472
36 C 13.6460 15.6801 -14.6613
37 O 12.5527 14.7778 -14.4875
38 O 15.9991 15.0207 -14.6875
39 H 14.6199 14.5014 -13.1022
40 H 15.1366 16.1163 -13.2064
41 H 13.9749 15.7318 -15.7065
42 H 13.2932 16.6913 -14.4415
43 H 12.1772 14.5539 -15.3417
44 H 16.4248 14.2892 -14.2272
45 C 21.4883 12.7657 -14.3614
46 C 21.6660 11.2871 -14.3420
47 O 23.0625 10.9693 -14.5123
48 O 22.1745 13.2652 -13.2083
49 H 20.4423 13.0950 -14.3524
50 H 21.9245 13.2209 -15.2588
51 H 21.1415 10.8785 -15.2065
52 H 21.3188 10.8337 -13.4146
53 H 23.4822 11.5640 -13.8811
54 H 22.1426 14.2274 -13.2142
55 C 17.1614 11.4760 -12.7908
56 C 17.5506 12.4120 -11.6744
57 O 16.6491 12.2109 -10.5833
58 O 18.1428 11.5315 -13.7974
59 H 16.1525 11.7020 -13.1542
60 H 17.1552 10.4763 -12.3541
61 H 17.6145 13.4623 -11.9698
62 H 18.5243 12.0818 -11.2863
63 H 16.9790 12.6600 -9.7928
64 H 17.8100 11.8267 -14.6574
65 C 17.9979 12.6182 -18.4897
66 C 18.3369 12.8225 -17.0445
67 O 17.1874 12.4941 -16.2367
68 O 17.8349 11.1863 -18.6679
69 H 18.8507 12.8418 -19.1403
70 H 17.1407 13.2078 -18.8099
71 H 18.4169 13.9025 -16.8896
72 H 19.2386 12.3089 -16.7167
73 H 16.7986 11.7087 -16.6454
74 H 17.2493 11.0032 -19.4075
75 C 14.2088 10.0302 -8.9981
76 C 13.6945 8.8641 -9.8525
77 O 14.5470 7.7002 -9.7725
78 O 14.5426 11.2200 -9.6526
79 H 14.9071 9.6517 -8.2438
80 H 13.3508 10.3158 -8.3732
81 H 13.4442 9.0894 -10.8899
82 H 12.7924 8.4856 -9.3680
83 H 15.3495 7.8555 -10.2870
84 H 15.3922 11.1530 -10.1105
85 C 20.0153 17.1007 -13.8269
86 C 18.8430 16.2550 -13.4381
87 O 18.9360 15.7665 -12.1141
88 O 21.2126 16.3388 -13.9140
89 H 20.1492 17.8915 -13.0707
90 H 19.8344 17.6988 -14.7292
91 H 18.7967 15.3983 -14.1245
92 H 17.9350 16.8446 -13.5282
93 H 19.8251 15.4191 -11.9856
94 H 21.9789 16.9055 -14.0297

frontier orbital gap	9.225	eV
energy relative to the best compared isomer or geometry (same formula, charge and spin)	43.37	kJ/mol
E	-2054.6236	hartree
total charge	0
HOMO level	-8.94	eV
SMILES	COCCNCCOC.OCCO.OCCO.OCCO.OCCO.OCCO.OCCO.OCCO
max |F|	0.040	Eh/bohr

Entry from the OMol25 dataset: a 2-piece molecular cluster, CH4F2N2O overall (ωB97M-V with the def2-TZVPD basis set).

Geometry (Å):
1 C -0.1807 -0.3859 2.0423
2 N 0.2781 0.7321 -1.9572
3 N 0.1887 -0.3392 -1.0845
4 O 0.8670 -0.5193 -0.0395
5 F 0.4642 0.3398 2.8795
6 F -1.4817 0.0928 1.8113
7 H -0.1934 -1.4040 2.0704
8 H -0.5625 1.1615 -2.3965
9 H 1.0670 1.3369 -1.9275
10 H -0.4467 -1.0148 -1.3982

frontier orbital gap (alpha / beta)	8.501 / 8.604	eV
energy relative to the best compared isomer or geometry (same formula, charge and spin)	257.40	kJ/mol
E	-424.7724	hartree
total charge	0
HOMO level (alpha / beta)	-7.52 / -7.61	eV
max |F|	0.083	Eh/bohr

Entry from the OMol25 dataset: a 4-piece molecular cluster, C14H27B3Br6FIO5 overall (ωB97M-V with the def2-TZVPD basis set).

Geometry (Å):
1 C 2.1817 -4.1973 0.2254
2 O 2.5801 -3.1291 1.1183
3 C 1.7361 -1.9593 0.9815
4 C 1.6032 -1.3944 -0.5107
5 C 0.5917 -0.1093 -0.4925
6 C -0.9006 -0.7027 -0.5543
7 C -1.9223 0.2395 0.2836
8 B -3.4190 -0.2669 -0.0684
9 O -4.5472 -0.0143 0.8404
10 B -4.7779 -1.3357 1.4117
11 F -4.5856 -1.5676 2.7973
12 O -5.1574 -2.3575 0.4471
13 B -4.2313 -2.3071 -0.6884
14 C -3.6417 -3.6821 -1.3159
15 C -2.8704 -4.5534 -0.1866
16 O -1.6671 -4.3133 0.0997
17 I -3.8982 -6.2013 0.8642
18 O -3.7722 -1.0434 -1.2632
19 H 2.7686 -4.1642 -0.7712
20 H 2.3312 -5.1957 0.7688
21 H 1.0736 -4.0534 -0.0548
22 H 0.7044 -2.1335 1.4504
23 H 2.2398 -1.1313 1.6083
24 H 1.1133 -2.1439 -1.2330
25 H 2.6103 -1.0587 -0.9451
26 H 0.6791 0.4698 0.4984
27 H 0.8304 0.5734 -1.3926
28 H -0.9371 -1.7841 -0.1482
29 H -1.2430 -0.7317 -1.6482
30 H -1.7512 -0.0150 1.4013
31 H -1.7443 1.3557 0.1351
32 H -4.4192 -4.3299 -1.8491
33 H -2.8423 -3.4141 -2.0984
34 Br -3.2501 1.5478 -4.3451
35 C -4.4379 2.4544 -3.0940
36 C -4.2426 3.9493 -3.1385
37 Br -2.6225 4.4789 -2.1930
38 H -4.2515 2.0244 -2.1099
39 H -5.4460 2.1885 -3.4164
40 H -5.0549 4.4587 -2.6175
41 H -4.1630 4.3437 -4.1514
42 Br 4.3192 0.8022 0.4364
43 C 4.8233 2.2589 -0.7516
44 C 3.6036 2.9424 -1.3117
45 Br 2.7894 1.8788 -2.7287
46 H 5.4730 1.8367 -1.5182
47 H 5.4011 2.9467 -0.1314
48 H 3.8742 3.8876 -1.7851
49 H 2.8303 3.1241 -0.5650
50 Br 2.5849 2.8482 2.9969
51 C 3.9926 2.0839 4.1056
52 C 4.9371 3.1497 4.6025
53 Br 6.1649 3.7175 3.1985
54 H 4.4847 1.3151 3.5093
55 H 3.4718 1.6121 4.9405
56 H 5.5752 2.7579 5.3963
57 H 4.4279 4.0445 4.9603

frontier orbital gap	9.199	eV
E	-16842.2724	hartree
total charge	0
HOMO level	-9.34	eV
SMILES	COCCCCCB1OB(F)OB(CC(=O)I)O1.BrCCBr.BrCCBr.BrCCBr
max |F|	0.109	Eh/bohr

Q: What is the formula in the third record?
A: C14H27B3Br6FIO5